<a>
This record from OMol25 describes 7 unconnected molecules or ions with the total composition H14O7. The level of theory is ωB97M-V/def2-TZVPD.

Kohn-Sham gap   10.3 eV
Multiplicity   1
Lowest unoccupied orbital energy   -0.3 eV
SMILES   O.O.O.O.O.O.O

Each atom is followed by the atoms it is bonded to, with distances in Å.
CARTESIAN COORDINATES (ANGSTROEM)
1 O 2.01 -1.17 -1.49  H2 0.980, H3 0.987
2 H 2.29 -0.93 -2.40  O1 0.980
3 H 2.52 -0.65 -0.83  O1 0.987
4 O -0.79 0.10 -0.47  H5 0.950, H6 0.974
5 H -0.49 -0.48 -1.17  O4 0.950
6 H 0.04 0.50 -0.15  O4 0.974
7 O 1.13 -2.89 0.56  H8 0.942, H9 0.987
8 H 0.37 -3.38 0.30  O7 0.942
9 H 1.34 -2.34 -0.23  O7 0.987
10 O -3.14 1.94 0.03  H11 0.975, H12 0.970
11 H -2.55 1.25 -0.32  O10 0.975
12 H -2.69 2.12 0.87  O10 0.970
13 O -2.03 -1.47 1.42  H14 0.953, H15 0.964
14 H -1.59 -1.11 0.66  O13 0.953
15 H -2.98 -1.40 1.29  O13 0.964
16 O 0.70 0.51 1.93  H17 0.985, H18 0.966
17 H 0.80 -0.42 2.22  O16 0.985
18 H 1.52 0.74 1.46  O16 0.966
19 O 0.95 2.72 -1.38  H20 0.951, H21 0.971
20 H 1.24 2.87 -0.48  O19 0.951
21 H 1.33 3.49 -1.83  O19 0.971

Here are the natural (NBO) charges for atoms 1 to 4, given in e: -0.98, 0.50, 0.49, -0.96

<b>
This record from OMol25 describes 7 unconnected molecules or ions with the total composition H14O7. The level of theory is ωB97M-V/def2-TZVPD.

Kohn-Sham gap   11.2 eV
Multiplicity   1
Lowest unoccupied orbital energy   0.3 eV
SMILES   O.O.O.O.O.O.O

Each atom is followed by the atoms it is bonded to, with distances in Å.
CARTESIAN COORDINATES (ANGSTROEM)
1 H -0.58 -0.39 0.11  O15 1.013
2 H -0.50 -1.18 1.29  O15 0.923
3 H -4.06 -1.30 -2.84  O16 0.976
4 H -4.46 -0.88 -1.54  O16 0.912
5 H 1.43 -0.10 -1.15  O17 0.938
6 H 0.35 -1.28 -1.24  O17 1.022
7 H -3.11 3.26 1.13  O18 0.963
8 H -3.60 2.06 1.65  O18 0.896
9 H 2.35 2.47 -0.63  O19 1.037
10 H 0.78 2.41 -0.80  O19 0.936
11 H 5.30 -0.40 -0.47  O20 0.941
12 H 3.84 -0.32 0.02  O20 0.973
13 H 0.77 -2.20 1.22  O21 0.924
14 H 0.86 -2.57 2.80  O21 0.975
15 O -1.09 -0.56 0.97  H1 1.013, H2 0.923
16 O -3.83 -1.44 -1.90  H3 0.976, H4 0.912
17 O 1.31 -1.02 -1.02  H5 0.938, H6 1.022
18 O -2.83 2.52 1.69  H7 0.963, H8 0.896
19 O 1.56 2.64 -1.27  H9 1.037, H10 0.936
20 O 4.66 0.19 -0.11  H11 0.941, H12 0.973
21 O 0.86 -1.90 2.09  H13 0.924, H14 0.975

Here are the natural (NBO) charges for atoms 1 to 4, given in e: 0.43, 0.46, 0.46, 0.46

<c>
This record from OMol25 describes 7 unconnected molecules or ions with the total composition H14O7. The level of theory is ωB97M-V/def2-TZVPD.

Kohn-Sham gap   10.4 eV
Multiplicity   1
Lowest unoccupied orbital energy   -0.1 eV
SMILES   O.O.O.O.O.O.O

Each atom is followed by the atoms it is bonded to, with distances in Å.
CARTESIAN COORDINATES (ANGSTROEM)
1 O -3.15 0.15 -0.87  H2 0.943, H3 0.970
2 H -3.99 0.33 -0.48  O1 0.943
3 H -3.27 -0.66 -1.39  O1 0.970
4 O 2.17 0.96 1.07  H5 0.925, H6 0.936
5 H 1.54 1.04 1.75  O4 0.925
6 H 1.83 1.05 0.20  O4 0.936
7 O -0.55 -0.49 0.35  H8 0.956, H9 0.934
8 H 0.04 -1.21 0.56  O7 0.956
9 H -1.41 -0.85 0.26  O7 0.934
10 O 2.00 -2.09 1.15  H11 0.960, H12 0.952
11 H 2.53 -1.33 0.89  O10 0.960
12 H 2.49 -2.78 0.71  O10 0.952
13 O -0.65 1.93 -1.78  H14 0.953, H15 0.956
14 H -0.38 1.94 -2.70  O13 0.953
15 H -1.07 1.08 -1.69  O13 0.956
16 O -0.29 0.70 2.50  H17 0.950, H18 0.991
17 H -1.02 1.30 2.66  O16 0.950
18 H -0.57 0.25 1.66  O16 0.991
19 O 1.46 -0.09 -1.63  H20 0.943, H21 0.999
20 H 0.66 -0.27 -1.15  O19 0.943
21 H 1.61 -0.98 -2.06  O19 0.999

Here are the natural (NBO) charges for atoms 1 to 4, given in e: -0.95, 0.48, 0.47, -0.99

<d>
This record from OMol25 describes 7 unconnected molecules or ions with the total composition H14O7. The level of theory is ωB97M-V/def2-TZVPD.

Kohn-Sham gap   11.7 eV
Multiplicity   1
Lowest unoccupied orbital energy   0.3 eV
SMILES   O.O.O.O.O.O.O

Each atom is followed by the atoms it is bonded to, with distances in Å.
CARTESIAN COORDINATES (ANGSTROEM)
1 O 28.43 17.97 -29.02  H2 0.957, H3 0.957
2 H 28.06 17.18 -29.42  O1 0.957
3 H 27.86 18.14 -28.27  O1 0.957
4 O 29.85 14.87 -25.35  H5 0.957, H6 0.957
5 H 30.44 15.03 -24.62  O4 0.957
6 H 30.05 15.55 -25.99  O4 0.957
7 O 37.20 16.07 -31.83  H8 0.957, H9 0.957
8 H 37.20 15.79 -32.74  O7 0.957
9 H 36.88 16.97 -31.84  O7 0.957
10 O 37.01 21.24 -33.28  H11 0.957, H12 0.957
11 H 36.38 21.55 -33.93  O10 0.957
12 H 37.32 22.03 -32.84  O10 0.957
13 O 33.07 17.91 -35.18  H14 0.957, H15 0.957
14 H 33.97 17.75 -35.44  O13 0.957
15 H 32.60 18.07 -36.01  O13 0.957
16 O 26.87 23.33 -29.57  H17 0.957, H18 0.957
17 H 26.38 22.77 -30.18  O16 0.957
18 H 27.60 22.79 -29.29  O16 0.957
19 O 32.51 19.96 -30.48  H20 0.957, H21 0.957
20 H 32.72 19.52 -31.31  O19 0.957
21 H 31.68 19.56 -30.21  O19 0.957

Here are the natural (NBO) charges for atoms 1 to 4, given in e: -0.94, 0.47, 0.47, -0.94

Most favorable structure: <c>. The second most favorable one is 0.0033 hartree above it.

<a>
This record from OMol25 describes 7 unconnected molecules or ions with the total composition H14O7. The level of theory is ωB97M-V/def2-TZVPD.

Kohn-Sham gap   10.7 eV
Multiplicity   1
Lowest unoccupied orbital energy   0.2 eV
SMILES   O.O.O.O.O.O.O

Each atom is followed by the atoms it is bonded to, with distances in Å.
CARTESIAN COORDINATES (ANGSTROEM)
1 O 1.09 0.80 2.58  H2 0.966, H3 0.964
2 H 2.01 1.04 2.36  O1 0.966
3 H 1.12 0.58 3.52  O1 0.964
4 O 0.25 2.72 0.15  H5 0.964, H6 0.982
5 H -0.45 3.09 -0.39  O4 0.964
6 H 0.03 1.77 0.22  O4 0.982
7 O -0.39 -0.01 -0.25  H8 0.968, H9 0.968
8 H -0.21 -0.66 -0.94  O7 0.968
9 H -0.02 -0.40 0.56  O7 0.968
10 O -1.00 -2.73 1.06  H11 0.963, H12 0.964
11 H -0.56 -3.01 1.87  O10 0.963
12 H -1.94 -2.82 1.24  O10 0.964
13 O 1.95 -1.97 1.62  H14 0.962, H15 0.963
14 H 1.92 -1.99 2.58  O13 0.962
15 H 1.89 -1.04 1.40  O13 0.963
16 O -1.61 2.72 -2.63  H17 0.967, H18 0.964
17 H -0.98 2.12 -2.20  O16 0.967
18 H -1.07 3.37 -3.09  O16 0.964
19 O -1.00 -1.11 -3.01  H20 0.965, H21 0.965
20 H -0.71 -1.98 -3.33  O19 0.965
21 H -0.33 -0.50 -3.35  O19 0.965

Here are the natural (NBO) charges for atoms 1 to 4, given in e: -0.94, 0.48, 0.47, -0.98

<b>
This record from OMol25 describes 7 unconnected molecules or ions with the total composition H14O7. The level of theory is ωB97M-V/def2-TZVPD.

Kohn-Sham gap   11.4 eV
Multiplicity   1
Lowest unoccupied orbital energy   -0.1 eV
SMILES   O.O.O.O.O.O.O

Each atom is followed by the atoms it is bonded to, with distances in Å.
CARTESIAN COORDINATES (ANGSTROEM)
1 O -1.66 -3.94 2.86  H2 0.957, H3 0.957
2 H -0.92 -3.34 2.74  O1 0.957
3 H -2.17 -3.86 2.06  O1 0.957
4 O -4.72 2.20 -0.29  H5 0.957, H6 0.957
5 H -5.08 1.65 -0.98  O4 0.957
6 H -3.77 2.13 -0.40  O4 0.957
7 O 6.43 -0.35 -0.49  H8 0.957, H9 0.957
8 H 5.85 -1.10 -0.38  O7 0.957
9 H 6.95 -0.55 -1.26  O7 0.957
10 O 0.06 0.97 -0.12  H11 0.957, H12 0.957
11 H 0.49 0.75 -0.95  O10 0.957
12 H 0.66 0.64 0.55  O10 0.957
13 O -2.43 6.49 0.55  H14 0.957, H15 0.957
14 H -1.54 6.16 0.45  O13 0.957
15 H -2.89 5.80 1.03  O13 0.957
16 O 2.40 -1.76 2.71  H17 0.957, H18 0.957
17 H 3.14 -1.59 3.29  O16 0.957
18 H 2.73 -2.43 2.10  O16 0.957
19 O -1.01 -2.92 -4.68  H20 0.957, H21 0.957
20 H -1.18 -2.04 -5.02  O19 0.957
21 H -1.34 -2.90 -3.78  O19 0.957

Here are the natural (NBO) charges for atoms 1 to 4, given in e: -0.94, 0.47, 0.47, -0.94

<c>
This record from OMol25 describes 7 unconnected molecules or ions with the total composition H14O7. The level of theory is ωB97M-V/def2-TZVPD.

Kohn-Sham gap   11.2 eV
Multiplicity   1
Lowest unoccupied orbital energy   0.2 eV
SMILES   O.O.O.O.O.O.O

Each atom is followed by the atoms it is bonded to, with distances in Å.
CARTESIAN COORDINATES (ANGSTROEM)
1 O 7.13 9.50 6.60  H2 0.957, H3 0.957
2 H 6.71 8.89 5.99  O1 0.957
3 H 6.81 9.22 7.46  O1 0.957
4 O 4.82 11.41 4.66  H5 0.957, H6 0.957
5 H 4.92 11.08 5.56  O4 0.957
6 H 5.09 10.68 4.10  O4 0.957
7 O 8.97 7.65 4.02  H8 0.957, H9 0.957
8 H 9.73 7.10 4.20  O7 0.957
9 H 8.22 7.08 4.18  O7 0.957
10 O 6.43 9.41 3.31  H11 0.957, H12 0.957
11 H 6.64 8.97 2.49  O10 0.957
12 H 7.01 10.17 3.33  O10 0.957
13 O 4.07 8.45 6.29  H14 0.957, H15 0.957
14 H 3.24 7.99 6.44  O13 0.957
15 H 3.91 9.34 6.60  O13 0.957
16 O 6.11 7.13 4.69  H17 0.957, H18 0.957
17 H 5.41 7.24 5.34  O16 0.957
18 H 6.11 7.95 4.20  O16 0.957
19 O 6.32 4.62 6.76  H20 0.957, H21 0.957
20 H 5.89 3.80 7.00  O19 0.957
21 H 5.96 4.84 5.90  O19 0.957

Here are the natural (NBO) charges for atoms 1 to 4, given in e: -0.95, 0.48, 0.47, -0.95

<d>
This record from OMol25 describes 7 unconnected molecules or ions with the total composition H14O7. The level of theory is ωB97M-V/def2-TZVPD.

Kohn-Sham gap   10.9 eV
Multiplicity   1
Lowest unoccupied orbital energy   0.0 eV
SMILES   O.O.O.O.O.O.O

Each atom is followed by the atoms it is bonded to, with distances in Å.
CARTESIAN COORDINATES (ANGSTROEM)
1 H 1.36 0.53 -0.49  O15 0.964
2 H -0.16 0.50 -0.59  O15 0.964
3 H -2.52 -0.49 -0.20  O16 0.964
4 H -2.60 -0.82 1.28  O16 0.964
5 H 0.43 -1.86 1.10  O17 0.964
6 H -0.34 -0.75 1.80  O17 0.964
7 H -1.66 2.21 -0.40  O18 0.964
8 H -3.05 1.66 -0.15  O18 0.964
9 H -4.62 -0.04 -1.60  O19 0.964
10 H -4.43 -0.66 -0.22  O19 0.964
11 H 3.16 -3.04 -0.65  O20 0.964
12 H 4.48 -3.01 -1.39  O20 0.964
13 H 5.99 3.03 0.22  O21 0.964
14 H 4.63 2.59 0.72  O21 0.964
15 O 0.57 0.21 -0.03  H1 0.964, H2 0.964
16 O -2.45 -0.09 0.68  H3 0.964, H4 0.964
17 O -0.46 -1.60 1.35  H5 0.964, H6 0.964
18 O -2.48 2.41 0.06  H7 0.964, H8 0.964
19 O -5.10 -0.51 -0.91  H9 0.964, H10 0.964
20 O 4.10 -2.91 -0.51  H11 0.964, H12 0.964
21 O 5.16 2.64 -0.08  H13 0.964, H14 0.964

Here are the natural (NBO) charges for atoms 1 to 4, given in e: 0.47, 0.47, 0.46, 0.49

Most favorable structure: <c>. The second most favorable one is 0.0100 hartree above it.

<a>
This record from OMol25 describes 7 unconnected molecules or ions with the total composition H14O7. The level of theory is ωB97M-V/def2-TZVPD.

Kohn-Sham gap   11.3 eV
Multiplicity   1
Lowest unoccupied orbital energy   0.4 eV
SMILES   O.O.O.O.O.O.O

Each atom is followed by the atoms it is bonded to, with distances in Å.
CARTESIAN COORDINATES (ANGSTROEM)
1 H -1.90 0.79 -3.01  O15 0.931
2 H -1.65 -0.08 -1.90  O15 0.987
3 H 0.05 -3.01 0.28  O16 0.939
4 H 0.32 -1.68 1.15  O16 1.023
5 H 0.57 -0.14 -3.09  O17 0.914
6 H 0.28 1.27 -3.26  O17 0.934
7 H 0.10 1.24 2.61  O18 1.036
8 H 0.41 2.04 4.00  O18 0.970
9 H -0.50 1.42 -0.11  O19 1.049
10 H 1.06 0.89 0.30  O19 0.957
11 H 2.14 -1.15 -1.65  O20 0.970
12 H 0.92 -1.25 -0.83  O20 0.991
13 H -1.28 -0.97 3.08  O21 0.958
14 H 0.07 -0.46 2.92  O21 0.972
15 O -2.01 0.82 -2.09  H1 0.931, H2 0.987
16 O 0.64 -2.29 0.39  H3 0.939, H4 1.023
17 O 0.15 0.44 -3.67  H5 0.914, H6 0.934
18 O -0.05 1.27 3.63  H7 1.036, H8 0.970
19 O 0.32 1.44 0.55  H9 1.049, H10 0.957
20 O 1.46 -0.56 -1.29  H11 0.970, H12 0.991
21 O -0.58 -0.99 2.42  H13 0.958, H14 0.972

Here are the natural (NBO) charges for atoms 1 to 4, given in e: 0.48, 0.46, 0.48, 0.53

<b>
This record from OMol25 describes 7 unconnected molecules or ions with the total composition H14O7. The level of theory is ωB97M-V/def2-TZVPD.

Kohn-Sham gap   11.3 eV
Multiplicity   1
Lowest unoccupied orbital energy   0.1 eV
SMILES   O.O.O.O.O.O.O

Each atom is followed by the atoms it is bonded to, with distances in Å.
CARTESIAN COORDINATES (ANGSTROEM)
1 O -1.14 -0.55 -2.57  H2 0.946, H3 0.951
2 H -0.75 -0.65 -1.71  O1 0.946
3 H -1.85 -1.17 -2.46  O1 0.951
4 O -0.07 -0.11 0.16  H5 0.947, H6 0.951
5 H 0.48 0.66 0.19  O4 0.947
6 H 0.07 -0.37 1.07  O4 0.951
7 O -0.73 3.37 -0.63  H8 0.908, H9 1.103
8 H 0.12 3.15 -0.86  O7 0.908
9 H -1.35 2.85 -1.38  O7 1.103
10 O -1.26 0.92 2.77  H11 0.958, H12 0.990
11 H -1.31 1.54 2.03  O10 0.958
12 H -1.90 0.23 2.47  O10 0.990
13 O 1.03 -3.00 -1.61  H14 0.995, H15 0.959
14 H 0.93 -2.04 -1.35  O13 0.995
15 H 1.86 -3.05 -2.09  O13 0.959
16 O 2.03 1.72 0.46  H17 0.935, H18 0.960
17 H 2.52 2.06 -0.27  O16 0.935
18 H 1.91 2.47 1.04  O16 0.960
19 O -0.02 -2.56 1.91  H20 0.806, H21 1.036
20 H -0.39 -3.27 1.90  O19 0.806
21 H -0.17 -2.20 0.96  O19 1.036

Here are the natural (NBO) charges for atoms 1 to 4, given in e: -0.94, 0.47, 0.46, -1.00

Most favorable structure: <a>. The second most favorable one is 0.0547 hartree above it.

<a>
This record from OMol25 describes 7 unconnected molecules or ions with the total composition H14O7. The level of theory is ωB97M-V/def2-TZVPD.

Kohn-Sham gap   11.2 eV
Multiplicity   1
Lowest unoccupied orbital energy   -0.3 eV
SMILES   O.O.O.O.O.O.O

Each atom is followed by the atoms it is bonded to, with distances in Å.
CARTESIAN COORDINATES (ANGSTROEM)
1 H 0.21 0.12 0.58  O15 0.990
2 H 0.74 -0.32 -0.70  O15 0.915
3 H -1.19 -2.67 -1.72  O16 0.894
4 H -0.41 -3.82 -1.30  O16 0.997
5 H -1.67 1.58 -1.47  O17 0.964
6 H -0.88 2.95 -1.64  O17 1.017
7 H 1.21 -0.16 3.86  O18 0.988
8 H 0.94 1.09 3.07  O18 0.971
9 H 2.27 -2.35 3.41  O19 0.999
10 H 2.12 -3.58 2.55  O19 0.961
11 H -3.33 1.06 -0.53  O20 0.970
12 H -4.64 1.49 -0.26  O20 0.903
13 H 1.16 3.37 -2.70  O21 0.923
14 H 1.37 2.14 -1.98  O21 0.971
15 O 0.14 -0.62 -0.08  H1 0.990, H2 0.915
16 O -0.44 -3.08 -1.97  H3 0.894, H4 0.997
17 O -1.21 2.12 -2.13  H5 0.964, H6 1.017
18 O 1.63 0.70 3.63  H7 0.988, H8 0.971
19 O 2.80 -3.09 3.00  H9 0.999, H10 0.961
20 O -4.25 0.77 -0.66  H11 0.970, H12 0.903
21 O 1.59 3.08 -1.93  H13 0.923, H14 0.971

Here are the natural (NBO) charges for atoms 1 to 4, given in e: 0.45, 0.47, 0.46, 0.46

<b>
This record from OMol25 describes 7 unconnected molecules or ions with the total composition H14O7. The level of theory is ωB97M-V/def2-TZVPD.

Kohn-Sham gap   11.6 eV
Multiplicity   1
Lowest unoccupied orbital energy   0.4 eV
SMILES   O.O.O.O.O.O.O

Each atom is followed by the atoms it is bonded to, with distances in Å.
CARTESIAN COORDINATES (ANGSTROEM)
1 O 0.03 0.05 0.05  H2 0.957, H3 0.957
2 H -0.64 0.44 0.61  O1 0.957
3 H 0.16 -0.83 0.41  O1 0.957
4 O -4.62 1.27 2.08  H5 0.957, H6 0.957
5 H -5.22 0.89 2.72  O4 0.957
6 H -5.00 1.04 1.23  O4 0.957
7 O -2.36 5.65 2.14  H8 0.957, H9 0.957
8 H -3.11 6.24 2.10  O7 0.957
9 H -2.74 4.79 2.33  O7 0.957
10 O -0.21 -6.08 -2.48  H11 0.957, H12 0.957
11 H 0.06 -5.61 -1.69  O10 0.957
12 H -0.43 -6.96 -2.16  O10 0.957
13 O 1.04 -4.37 1.67  H14 0.957, H15 0.957
14 H 1.77 -4.99 1.63  O13 0.957
15 H 0.52 -4.65 2.42  O13 0.957
16 O 1.19 2.37 -4.06  H17 0.957, H18 0.957
17 H 2.09 2.59 -3.85  O16 0.957
18 H 0.93 1.74 -3.39  O16 0.957
19 O 5.37 2.49 -0.46  H20 0.957, H21 0.957
20 H 6.28 2.26 -0.67  O19 0.957
21 H 4.88 1.69 -0.64  O19 0.957

Here are the natural (NBO) charges for atoms 1 to 4, given in e: -0.94, 0.47, 0.47, -0.94

Most favorable structure: <b>. The second most favorable one is 0.0300 hartree above it.